This record from the OMol25 dataset describes a structure of composition C30H77AlClO8 in a non-equilibrium geometry. The level of theory is wB97M-V/def2-TZVPD.

## Properties
- total charge = -1
- gap between HOMO and LUMO (eV) = 6.06

Last column: Mulliken charge in e.
Geometry (Å):
C 4.2227 0.2848 0.4375  -0.647
C 4.9264 1.2681 1.0294  -0.265
C 4.3490 2.2964 1.9314  -0.669
Al 3.1489 3.5928 0.9130  0.300
C 1.3066 2.7876 0.5817  -0.200
C 0.3979 2.3558 1.7446  0.265
C 0.1070 0.8465 1.6941  -0.552
Cl 1.0662 2.7196 3.4013  -0.275
H 3.2882 -0.0452 0.8852  0.061
H 4.5522 -0.1522 -0.4993  0.268
H 6.0033 1.3149 0.8639  0.346
H 3.8212 1.8421 2.7782  0.293
H 5.1562 2.8985 2.3695  0.349
H 3.0075 4.9631 1.7856  -0.391
H 3.8138 3.8854 -0.5478  -0.430
H 1.3780 1.9547 -0.1223  0.314
H 0.7516 3.5719 0.0509  -0.308
H -0.5395 2.9083 1.6997  0.325
H 0.0552 0.5209 0.6569  0.133
H 0.9125 0.3255 2.2114  0.260
H -0.8425 0.6084 2.1827  -0.143
C -2.3462 -0.4133 4.7191  -1.479
C -3.0308 -0.9522 3.4748  0.922
C -4.5409 -1.0208 3.6093  -1.371
O -2.5049 -2.2426 3.1381  -0.525
H -2.5323 -1.0604 5.5823  0.416
H -1.2687 -0.3676 4.5599  0.321
H -2.7000 0.5899 4.9598  0.371
H -2.7841 -0.3079 2.6298  0.024
H -4.8387 -1.6936 4.4210  0.393
H -4.9675 -1.3998 2.6848  0.286
H -4.9631 -0.0355 3.8151  0.343
H -2.7071 -2.8336 3.8708  0.302
C 1.1102 -2.2520 -0.5884  -1.249
C 1.9014 -2.9197 0.5234  0.541
C 1.6950 -4.4254 0.5669  -1.266
O 1.5577 -2.3530 1.7903  -0.279
H 0.0378 -2.4187 -0.4424  0.284
H 1.2870 -1.1763 -0.5840  0.152
H 1.3909 -2.6492 -1.5654  0.457
H 2.9623 -2.7012 0.3911  0.280
H 0.6445 -4.6670 0.7561  0.328
H 2.2892 -4.8271 1.3897  0.163
H 1.9974 -4.9119 -0.3616  0.418
H 0.6188 -2.5088 1.9452  0.200
C -3.1640 3.1850 -3.1836  -0.900
C -2.0827 3.2415 -2.1141  0.670
C -2.4720 4.1516 -0.9599  -1.333
O -0.8410 3.6564 -2.6707  -0.562
H -3.3282 4.1808 -3.6112  0.302
H -2.8598 2.5171 -3.9892  -0.040
H -4.1128 2.8273 -2.7780  0.447
H -1.9056 2.2329 -1.7354  0.142
H -2.6059 5.1778 -1.3163  0.347
H -1.6846 4.1617 -0.2062  0.246
H -3.4031 3.8263 -0.4906  0.362
H -0.9234 4.5555 -3.0126  0.288
C -5.1283 -2.4067 -1.5419  -1.377
C -5.0391 -1.0653 -0.8294  0.159
C -4.2988 -0.0332 -1.6680  -0.825
O -4.4147 -1.2161 0.4428  -0.345
H -4.1256 -2.8018 -1.7261  0.321
H -5.6649 -3.1307 -0.9279  0.351
H -5.6406 -2.3128 -2.5009  0.387
H -6.0456 -0.7025 -0.6110  0.328
H -3.2733 -0.3618 -1.8573  0.299
H -4.2492 0.9208 -1.1425  0.206
H -4.7884 0.1233 -2.6308  0.220
H -3.5158 -1.5362 0.3007  0.217
C -4.4867 -1.2940 -6.3719  -1.368
C -4.2055 0.1353 -5.9332  0.581
C -3.8940 1.0366 -7.1188  -1.300
O -3.1409 0.1700 -4.9888  -0.402
H -3.6090 -1.7146 -6.8706  0.359
H -4.7119 -1.9203 -5.5084  0.262
H -5.3282 -1.3385 -7.0652  0.391
H -5.0723 0.5278 -5.3977  0.273
H -2.9990 0.6814 -7.6376  0.353
H -3.7006 2.0557 -6.7823  0.207
H -4.7192 1.0545 -7.8327  0.398
H -2.3449 -0.1651 -5.4159  0.267
C -2.1492 6.5066 -7.0274  -1.311
C -1.1115 5.9092 -6.0893  0.343
C -1.1673 4.3921 -6.0718  -0.761
O -1.2932 6.4217 -4.7663  -0.585
H -3.1556 6.2225 -6.7054  0.316
H -2.0907 7.5953 -7.0203  0.331
H -2.0059 6.1553 -8.0506  0.368
H -0.1166 6.2372 -6.3940  0.317
H -2.1478 4.0722 -5.7106  -0.091
H -0.4186 3.9874 -5.3914  0.270
H -1.0069 3.9695 -7.0656  0.470
H -2.1737 6.1583 -4.4745  0.358
C 2.3290 -5.7669 4.4940  -1.329
C 3.4340 -4.8340 4.9654  0.488
C 2.9542 -3.9064 6.0709  -1.145
O 3.9280 -4.0739 3.8601  -0.509
H 1.5094 -5.1678 4.0869  0.226
H 2.6953 -6.4179 3.6991  0.293
H 1.9391 -6.3851 5.3040  0.432
H 4.2843 -5.4186 5.3233  0.336
H 2.1317 -3.2821 5.7111  0.251
H 3.7573 -3.2421 6.3898  0.301
H 2.6034 -4.4708 6.9371  0.390
H 3.2007 -3.5340 3.5200  0.229
C 7.2844 -1.5316 3.7544  -1.219
C 7.3480 -2.3148 5.0574  0.416
C 8.0676 -3.6446 4.8773  -1.297
O 6.0384 -2.5255 5.5724  -0.467
H 6.7277 -2.0954 3.0016  0.274
H 6.7681 -0.5833 3.9003  0.310
H 8.2837 -1.3286 3.3640  0.395
H 7.8656 -1.7220 5.8150  0.291
H 7.5310 -4.2631 4.1525  0.283
H 8.1054 -4.1903 5.8215  0.319
H 9.0875 -3.4989 4.5165  0.412
H 5.5526 -3.0493 4.9228  0.300